Record 1
Below is a structure of composition C61H150F2N11NiO27S2, with properties calculated with ωB97M-V/def2-TZVPD.

Structure (XYZ):
```
254
C61H150F2N11NiO27S2 (ωB97M-V/def2-TZVPD)
Ni 4.041 -6.137 18.936
C 4.257 -4.719 21.294
O 4.983 -5.610 20.847
O 5.048 -3.879 21.696
O 4.056 -4.338 20.137
N 4.405 -8.011 18.948
S 5.359 -8.932 17.819
O 4.758 -10.138 17.306
O 6.800 -8.852 17.870
F 5.071 -7.920 16.587
S 4.490 -9.153 19.938
O 5.782 -9.507 20.555
O 3.503 -10.170 19.837
F 3.806 -8.281 21.155
C 8.314 -7.063 15.138
O 8.614 -7.960 14.055
C 9.912 -7.790 13.500
C 10.017 -8.778 12.323
N 11.199 -8.496 11.505
C 11.268 -9.240 10.297
C 10.243 -8.814 9.211
O 10.447 -9.563 8.053
C 9.568 -9.203 6.986
H 7.341 -7.260 15.587
H 8.350 -6.033 14.783
H 9.163 -7.167 15.813
H 10.721 -7.857 14.228
H 9.973 -6.795 13.060
H 9.063 -8.718 11.798
H 10.196 -9.769 12.741
H 12.028 -8.598 12.072
H 11.044 -10.283 10.518
H 12.312 -9.130 10.002
H 10.429 -7.759 9.011
H 9.261 -8.924 9.672
H 10.044 -8.400 6.423
H 8.545 -8.950 7.265
H 9.469 -9.979 6.226
C 3.154 -12.273 15.172
O 3.743 -13.536 14.888
C 2.849 -14.660 14.855
C 3.647 -15.950 14.768
N 4.525 -15.904 13.650
C 5.228 -17.104 13.380
C 6.314 -16.924 12.321
O 7.491 -16.089 12.657
C 8.541 -16.150 11.703
H 2.384 -12.023 14.442
H 3.955 -11.534 15.170
H 2.747 -12.230 16.182
H 2.232 -14.562 13.962
H 2.280 -14.718 15.783
H 2.940 -16.780 14.773
H 4.194 -15.958 15.710
H 5.185 -15.159 13.823
H 4.532 -17.843 12.982
H 5.735 -17.596 14.209
H 5.792 -16.552 11.440
H 6.738 -17.892 12.051
H 8.836 -17.195 11.609
H 9.371 -15.557 12.085
H 8.185 -15.803 10.733
C 7.426 -12.870 20.573
O 8.058 -13.345 21.811
C 9.220 -12.642 22.161
C 9.762 -13.176 23.513
N 10.851 -12.288 23.979
C 11.610 -12.767 25.145
C 12.865 -11.925 25.300
O 13.672 -12.609 26.233
C 14.695 -11.776 26.716
H 6.645 -13.547 20.226
H 8.164 -12.930 19.773
H 7.206 -11.803 20.536
H 8.912 -11.597 22.201
H 10.031 -12.742 21.439
H 10.147 -14.181 23.340
H 8.973 -13.280 24.258
H 10.477 -11.386 24.238
H 11.866 -13.822 25.050
H 11.066 -12.670 26.085
H 12.667 -10.885 25.560
H 13.466 -11.871 24.392
H 15.290 -12.306 27.460
H 14.322 -10.966 27.343
H 15.328 -11.308 25.963
C 4.190 -1.117 19.321
O 5.351 -1.750 19.923
C 6.477 -0.941 20.043
C 7.218 -1.449 21.288
N 7.775 -2.742 20.927
C 8.187 -3.362 22.212
C 8.627 -4.827 21.959
O 7.654 -5.458 21.170
C 7.696 -6.874 21.229
H 4.383 -0.577 18.395
H 3.689 -0.433 20.006
H 3.461 -1.920 19.211
H 6.202 0.113 20.072
H 7.002 -1.074 19.097
H 6.515 -1.665 22.093
H 7.964 -0.754 21.674
H 8.610 -2.463 20.431
H 7.399 -3.283 22.960
H 9.064 -2.889 22.654
H 8.873 -5.248 22.934
H 9.578 -4.831 21.427
H 7.096 -7.398 20.485
H 7.243 -7.245 22.148
H 8.689 -7.318 21.163
C 1.336 -7.110 20.763
O 1.942 -6.199 19.843
C 0.973 -5.851 18.883
C 1.695 -4.882 17.989
N 2.861 -5.581 17.301
C 3.561 -4.594 16.429
C 2.948 -4.318 15.034
O 1.754 -3.592 15.163
C 1.266 -2.953 14.007
H 1.791 -7.221 21.748
H 1.242 -8.093 20.301
H 0.307 -6.815 20.970
H 0.151 -5.309 19.351
H 0.439 -6.712 18.481
H 2.093 -4.098 18.633
H 1.061 -4.474 17.202
H 2.474 -6.198 16.601
H 4.496 -5.076 16.144
H 3.883 -3.710 16.980
H 2.536 -5.217 14.576
H 3.674 -3.914 14.329
H 0.221 -2.656 14.102
H 1.148 -3.544 13.099
H 1.921 -2.122 13.745
C 13.858 -14.311 13.686
O 12.790 -13.700 14.360
C 11.474 -14.183 14.048
C 10.319 -13.392 14.708
N 10.481 -11.938 14.468
C 9.806 -11.148 15.487
C 8.252 -11.243 15.621
O 8.054 -12.524 16.328
C 6.657 -12.833 16.589
H 13.670 -15.384 13.653
H 14.757 -14.182 14.289
H 13.963 -13.954 12.662
H 11.353 -15.261 14.149
H 11.387 -14.045 12.971
H 10.282 -13.654 15.765
H 9.382 -13.735 14.269
H 11.475 -11.759 14.472
H 10.030 -10.097 15.310
H 10.289 -11.302 16.452
H 7.707 -11.174 14.680
H 7.794 -10.468 16.236
H 6.377 -12.149 17.390
H 6.606 -13.905 16.782
H 6.042 -12.555 15.732
C 1.770 -8.757 16.696
O 1.196 -7.538 16.189
C 0.259 -7.713 15.170
C 0.037 -6.498 14.358
N -1.141 -6.619 13.489
C -2.331 -6.097 14.128
C -3.649 -6.625 13.597
O -4.667 -6.006 14.315
C -6.030 -6.201 13.906
H 1.066 -9.589 16.728
H 2.309 -8.650 17.637
H 2.399 -9.120 15.884
H -0.676 -8.206 15.436
H 0.712 -8.436 14.492
H 0.908 -6.391 13.711
H 0.055 -5.610 14.990
H -1.005 -6.120 12.621
H -2.265 -5.011 14.055
H -2.383 -6.421 15.167
H -3.717 -7.712 13.646
H -3.707 -6.441 12.524
H -6.655 -5.889 14.742
H -6.213 -7.235 13.611
H -6.209 -5.574 13.032
C 9.084 -9.034 23.788
O 9.322 -10.082 24.743
C 8.961 -9.773 26.141
C 7.452 -9.394 26.411
N 6.599 -10.434 27.008
C 6.773 -11.709 26.291
C 6.421 -11.696 24.798
O 5.035 -11.576 24.539
C 4.793 -11.232 23.200
H 9.383 -9.411 22.810
H 9.708 -8.169 24.014
H 8.052 -8.694 23.708
H 9.609 -8.979 26.513
H 9.294 -10.542 26.838
H 7.012 -8.957 25.515
H 7.354 -8.520 27.056
H 6.805 -10.464 27.996
H 6.138 -12.425 26.813
H 7.799 -12.052 26.418
H 6.789 -12.642 24.402
H 6.959 -10.840 24.391
H 5.405 -11.738 22.454
H 4.862 -10.163 23.002
H 3.777 -11.527 22.939
C 7.070 -6.934 9.296
O 5.810 -7.377 9.793
C 5.933 -8.720 10.329
C 4.622 -9.490 10.715
N 3.578 -8.592 11.253
C 3.714 -8.444 12.720
C 4.961 -7.630 13.151
O 4.996 -6.445 12.404
C 5.991 -5.498 12.746
H 7.800 -6.809 10.096
H 6.992 -6.001 8.738
H 7.560 -7.667 8.656
H 6.511 -8.677 11.252
H 6.520 -9.346 9.656
H 4.872 -10.276 11.427
H 4.181 -10.036 9.881
H 2.693 -9.054 11.095
H 3.701 -9.431 13.182
H 2.815 -7.938 13.071
H 5.911 -8.164 13.156
H 4.924 -7.354 14.205
H 6.038 -4.667 12.042
H 6.987 -5.942 12.732
H 5.857 -4.945 13.675
C 10.969 -10.609 19.332
O 11.229 -9.183 19.193
C 10.298 -8.541 18.287
C 10.201 -7.024 18.481
N 11.393 -6.377 18.015
C 11.344 -5.075 18.675
C 12.733 -4.460 18.617
O 13.592 -5.326 19.450
C 14.933 -4.882 19.455
H 9.948 -10.866 19.614
H 11.495 -10.962 20.220
H 11.349 -11.065 18.418
H 9.347 -9.005 18.548
H 10.465 -8.803 17.242
H 10.046 -6.944 19.557
H 9.291 -6.668 17.997
H 12.176 -6.920 18.351
H 11.077 -5.094 19.732
H 10.667 -4.385 18.171
H 12.771 -3.439 18.996
H 13.122 -4.283 17.615
H 15.396 -5.512 20.214
H 14.987 -3.850 19.803
H 15.398 -4.920 18.469
```

Calculated values
spin multiplicity: 4
HOMO level (alpha / beta): -8.1 / -8.1 eV
orbital gap (alpha / beta): 7.123 / 6.388 eV


Record 2
Below is a structure of composition C61H43N6PRh, with properties calculated with ωB97M-V/def2-TZVPD.

Structure (XYZ):
```
112
C61H43N6PRh (ωB97M-V/def2-TZVPD)
Rh -0.226 -0.408 0.109
C 7.080 -2.584 -0.794
C 6.082 -3.232 -1.509
C 4.753 -2.896 -1.309
C 4.407 -1.932 -0.360
C 5.411 -1.335 0.400
C 6.742 -1.639 0.163
C 2.992 -1.506 -0.214
C 2.351 -1.025 -1.368
C 2.961 -0.795 -2.633
C 1.957 -0.467 -3.502
C 0.743 -0.500 -2.764
N 0.996 -0.756 -1.467
C -0.592 -0.356 -3.309
C -1.561 0.361 -2.550
C -2.682 1.096 -3.071
C -3.482 1.390 -2.021
C -2.863 0.809 -0.857
C -3.557 0.431 0.283
C -4.992 0.812 0.370
C -5.374 2.116 0.665
C -6.719 2.450 0.727
C -7.689 1.489 0.484
C -7.311 0.191 0.167
C -5.969 -0.148 0.113
C -3.054 -0.468 1.250
N -1.760 -0.901 1.335
C -1.711 -1.773 2.385
C -0.556 -2.381 2.896
C -0.758 -3.399 3.960
C -1.249 -4.650 3.591
C -1.488 -5.618 4.553
C -1.254 -5.340 5.892
C -0.779 -4.091 6.265
C -0.524 -3.125 5.302
C 0.733 -2.160 2.408
C 1.912 -2.792 2.933
C 2.921 -2.508 2.079
C 2.359 -1.717 1.017
N 1.048 -1.459 1.283
C -3.006 -1.897 2.978
C -3.834 -1.066 2.287
N -1.633 0.302 -1.203
C -0.967 -1.078 -4.509
C -2.309 -1.121 -4.954
C -2.678 -1.839 -6.071
C -1.740 -2.578 -6.778
C -0.428 -2.615 -6.325
C -0.050 -1.895 -5.211
H 8.120 -2.821 -0.980
H 6.338 -3.996 -2.231
H 3.973 -3.384 -1.878
H 5.140 -0.598 1.147
H 7.516 -1.134 0.726
H 4.011 -0.859 -2.860
H 2.059 -0.197 -4.540
H -2.803 1.382 -4.102
H -4.426 1.908 -2.029
H -4.613 2.863 0.857
H -7.010 3.464 0.969
H -8.737 1.749 0.543
H -8.064 -0.559 -0.037
H -5.668 -1.157 -0.145
H -1.433 -4.863 2.545
H -1.858 -6.590 4.255
H -1.443 -6.094 6.644
H -0.607 -3.864 7.308
H -0.152 -2.149 5.589
H 1.941 -3.387 3.831
H 3.945 -2.838 2.126
H -3.246 -2.526 3.819
H -4.879 -0.885 2.472
H -3.076 -0.621 -4.386
H -3.714 -1.841 -6.384
H -2.036 -3.152 -7.645
H 0.304 -3.225 -6.837
H 0.960 -2.000 -4.855
N 1.404 2.818 1.546
P 1.423 1.895 0.089
C 0.409 2.901 -1.056
C 0.796 2.963 -2.394
C 0.031 3.670 -3.311
C -1.117 4.325 -2.894
C -1.503 4.268 -1.562
C -0.752 3.546 -0.645
C 3.065 2.595 -0.397
C 4.175 1.821 -0.700
C 5.385 2.415 -1.037
C 5.496 3.794 -1.071
C 4.388 4.578 -0.777
C 3.181 3.990 -0.442
C 0.621 2.648 2.676
C 1.032 3.267 3.867
C 0.231 3.171 4.981
C -0.971 2.483 4.877
C -1.289 1.907 3.666
N -0.509 1.958 2.579
H 2.251 3.334 1.720
H 1.707 2.470 -2.712
H 0.341 3.716 -4.348
H -1.720 4.870 -3.610
H -2.398 4.785 -1.239
H -1.059 3.494 0.394
H 4.110 0.752 -0.667
H 6.237 1.790 -1.272
H 6.439 4.256 -1.332
H 4.467 5.657 -0.819
H 2.323 4.614 -0.224
H 1.970 3.807 3.892
H 0.528 3.633 5.913
H -1.655 2.398 5.710
H -2.229 1.385 3.561
```

Calculated values
charge: +1
HOMO level (alpha / beta): -9.3 / -9.2 eV
orbital gap (alpha / beta): 4.831 / 4.743 eV
energy relative to the best compared isomer or geometry (same formula, charge and spin): 13.27 kcal/mol


Record 3
Below is a structure of composition C61H46BrO2P3SSiTi, with properties calculated with ωB97M-V/def2-TZVPD.

Structure (XYZ):
```
116
C61H46BrO2P3SSiTi (ωB97M-V/def2-TZVPD)
Ti 0.580 0.188 0.562
C 1.793 6.560 1.844
C 0.855 6.164 2.787
C 0.243 4.925 2.689
C 0.557 4.055 1.642
C 1.498 4.465 0.702
C 2.119 5.700 0.805
P -0.328 2.456 1.350
C -0.919 2.232 3.080
C 0.048 2.087 4.079
C -0.323 1.754 5.368
C -1.661 1.543 5.679
C -2.624 1.669 4.691
C -2.254 2.002 3.396
C -1.862 3.013 0.516
C -2.470 4.226 0.860
C -3.620 4.651 0.220
C -4.192 3.853 -0.761
C -3.592 2.650 -1.104
C -2.405 2.217 -0.509
Si -1.548 0.535 -1.014
C -3.253 -0.382 -1.452
C -3.891 -0.554 -2.677
C -5.216 -0.978 -2.756
C -5.933 -1.260 -1.606
C -5.291 -1.217 -0.376
C -3.968 -0.805 -0.305
P -2.777 -0.973 1.079
C -2.358 -2.699 0.516
C -1.224 -2.985 -0.238
C -0.963 -4.269 -0.692
C -1.844 -5.302 -0.415
C -2.992 -5.032 0.313
C -3.253 -3.745 0.757
C -3.811 -1.370 2.542
C -3.453 -2.323 3.499
C -4.173 -2.442 4.677
C -5.250 -1.604 4.937
C -5.581 -0.618 4.020
C -4.858 -0.495 2.844
C -0.950 0.884 -2.847
C -1.774 1.273 -3.908
C -1.402 1.087 -5.231
C -0.188 0.481 -5.525
C 0.706 0.211 -4.501
C 0.345 0.449 -3.176
P 1.560 0.645 -1.805
C 3.050 -0.162 -2.512
C 3.839 0.383 -3.531
C 4.898 -0.335 -4.061
C 5.190 -1.610 -3.591
C 4.418 -2.156 -2.576
C 3.357 -1.439 -2.043
C 1.941 2.421 -2.127
C 0.983 3.353 -2.532
C 1.330 4.673 -2.777
C 2.637 5.101 -2.589
C 3.579 4.205 -2.106
C 3.237 2.884 -1.865
H 2.279 7.525 1.931
H 0.607 6.823 3.612
H -0.461 4.611 3.449
H 1.771 3.784 -0.089
H 2.866 5.988 0.077
H 1.094 2.216 3.824
H 0.435 1.629 6.133
H -1.951 1.257 6.684
H -3.664 1.480 4.925
H -3.002 2.069 2.615
H -2.047 4.837 1.646
H -4.080 5.596 0.490
H -5.106 4.165 -1.256
H -4.077 2.024 -1.845
H -3.361 -0.363 -3.598
H -5.689 -1.077 -3.728
H -6.980 -1.540 -1.669
H -5.827 -1.507 0.522
H -0.519 -2.207 -0.475
H -0.055 -4.457 -1.252
H -1.647 -6.307 -0.773
H -3.692 -5.829 0.539
H -4.164 -3.557 1.310
H -2.610 -2.976 3.314
H -3.900 -3.204 5.398
H -5.810 -1.705 5.859
H -6.398 0.063 4.232
H -5.099 0.295 2.139
H -2.716 1.763 -3.686
H -2.064 1.400 -6.032
H 0.079 0.264 -6.554
H 1.683 -0.191 -4.737
H 3.610 1.365 -3.924
H 5.497 0.103 -4.852
H 6.009 -2.173 -4.023
H 4.638 -3.144 -2.191
H 2.766 -1.879 -1.248
H -0.041 3.045 -2.667
H 0.575 5.368 -3.123
H 2.908 6.132 -2.788
H 4.592 4.540 -1.915
H 3.971 2.202 -1.456
O 2.590 -3.312 0.701
C 2.004 -2.348 1.195
O 1.469 -1.420 0.484
C 1.896 -2.244 2.692
C 2.890 -2.852 3.454
C 2.832 -2.871 4.837
C 1.738 -2.307 5.483
C 0.736 -1.706 4.744
C 0.813 -1.631 3.346
S -0.512 -0.824 2.518
H 3.723 -3.306 2.930
H 3.632 -3.333 5.405
H 1.675 -2.317 6.566
H -0.129 -1.259 5.218
Br 2.754 1.229 1.447
```

Calculated values
spin multiplicity: 3
charge: -2
HOMO level (alpha / beta): -0.3 / -1.5 eV
orbital gap (alpha / beta): 4.505 / 5.776 eV


Energy? In order: -205483.4523 -85188.1733 -207841.4143 eV.
Largest force on an atom? In order: 14.89 1.56 3.35 eV/Å.